{
  "formula": "C11H14O3P",
  "method": "ωB97M-V/def2-TZVPD",
  "elements": ["C", "C", "C", "C", "C", "C", "C", "C", "C", "C", "C", "O", "O", "O", "P", "H", "H", "H", "H", "H", "H", "H", "H", "H", "H", "H", "H", "H", "H"],
  "xyz": [[1.635, -4.501, -1.036], [0.977, -3.692, -0.130], [2.128, -3.906, -2.163], [0.891, -2.359, -0.302], [2.006, -2.599, -2.411], [1.346, -1.783, -1.490], [-0.858, 0.254, -0.337], [-2.349, 2.029, 0.755], [-0.202, 1.322, 1.778], [-0.329, 2.605, -0.521], [-0.899, 1.625, 0.465], [1.023, 0.691, -2.843], [-1.753, -0.555, -0.269], [2.371, 0.511, -0.713], [1.219, 0.036, -1.559], [1.945, -5.525, -0.902], [0.678, -4.023, 0.876], [2.604, -4.597, -2.886], [0.530, -1.535, 0.397], [2.384, -2.243, -3.339], [-3.008, 1.293, 0.361], [-2.506, 2.166, 1.827], [-2.521, 2.914, 0.254], [0.288, 2.215, 2.182], [0.640, 0.623, 1.709], [-0.868, 0.619, 2.251], [-0.130, 3.580, -0.141], [-1.112, 2.598, -1.317], [0.542, 2.385, -1.105]],
  "e_above_lowest_kj_mol": 27.8,
  "total_charge": -1
}

***

{
  "formula": "C11H14O5",
  "method": "ωB97M-V/def2-TZVPD",
  "elements": ["C", "C", "O", "C", "C", "C", "C", "O", "C", "C", "O", "O", "C", "C", "C", "O", "H", "H", "H", "H", "H", "H", "H", "H", "H", "H", "H", "H", "H", "H"],
  "xyz": [[2.551, 1.905, 4.858], [1.373, 1.530, 4.010], [0.291, 0.785, 4.546], [0.858, 0.236, 3.347], [0.183, 0.444, 2.007], [0.272, -0.254, 0.764], [-0.596, 0.040, -0.323], [-1.490, 0.802, -0.121], [-0.524, -0.845, -1.597], [0.905, -0.758, -2.204], [1.715, -1.480, -1.633], [0.993, -0.174, -3.396], [-0.316, -0.285, -4.007], [-1.359, -0.288, -2.762], [-2.560, -1.099, -3.120], [-2.283, -2.446, -3.319], [3.424, 1.531, 4.210], [2.628, 2.976, 5.086], [2.536, 1.471, 5.934], [1.127, 2.486, 3.554], [1.270, -0.695, 3.622], [-0.532, 1.260, 2.021], [0.892, -1.146, 0.716], [-0.748, -1.855, -1.361], [-0.518, 0.554, -4.662], [-0.366, -1.270, -4.534], [-1.808, 0.784, -2.538], [-3.395, -0.936, -2.414], [-2.949, -0.607, -4.025], [-1.576, -2.666, -2.659]],
  "smiles": "C[C@@H]1O[C@H]1/C=C/C(=O)[C@@H]1C(=O)OC[C@H]1CO",
  "e_tot_ha": -803.6169
}

***

{
  "formula": "C11H14OS3",
  "method": "ωB97M-V/def2-TZVPD",
  "elements": ["C", "O", "C", "C", "C", "C", "S", "C", "C", "H", "H", "H", "H", "H", "H", "H", "C", "C", "S", "C", "S", "C", "H", "H", "H", "H", "H", "H", "H"],
  "xyz": [[5.191, -2.789, 1.199], [4.377, -1.898, 2.005], [3.721, -0.877, 1.396], [2.938, -0.016, 2.222], [2.229, 1.019, 1.668], [2.204, 1.232, 0.258], [1.195, 2.354, -0.430], [3.051, 0.414, -0.548], [3.771, -0.633, -0.006], [5.604, -3.495, 1.920], [4.582, -3.322, 0.456], [6.003, -2.244, 0.699], [2.916, -0.213, 3.294], [1.641, 1.687, 2.293], [3.096, 0.607, -1.614], [4.374, -1.285, -0.646], [-5.438, 0.951, -1.433], [-5.069, 0.831, 0.035], [-3.492, 1.612, 0.487], [-2.416, 1.154, -0.719], [-2.774, 0.741, -2.309], [-4.477, 0.112, -2.257], [-6.442, 0.538, -1.563], [-5.455, 1.995, -1.765], [-5.805, 1.325, 0.682], [-4.983, -0.223, 0.326], [-1.350, 1.263, -0.481], [-4.416, -0.907, -1.858], [-4.775, 0.068, -3.313]],
  "e_above_lowest_kj_mol": 0.0
}

***

{
  "formula": "C11H15BBrINO4",
  "method": "ωB97M-V/def2-TZVPD",
  "elements": ["C", "C", "I", "C", "C", "C", "O", "B", "Br", "O", "H", "H", "H", "H", "H", "H", "H", "H", "H", "H", "C", "C", "C", "C", "C", "C", "N", "O", "O", "H", "H", "H", "H", "H"],
  "xyz": [[-3.052, -1.127, -3.797], [-1.634, -1.663, -3.932], [-1.330, -2.402, -5.954], [-0.501, -0.693, -3.584], [-0.779, 0.227, -2.402], [-0.318, -0.250, -1.034], [-0.424, 0.923, -0.262], [-0.097, 2.024, -1.190], [-1.779, 3.371, -1.050], [-0.042, 1.430, -2.514], [-3.754, -1.666, -4.430], [-3.390, -1.226, -2.764], [-3.101, -0.071, -4.060], [-1.517, -2.584, -3.364], [0.389, -1.286, -3.349], [-0.237, -0.069, -4.438], [-1.841, 0.487, -2.315], [0.738, -0.551, -1.144], [-0.875, -1.080, -0.589], [0.871, 2.692, -0.921], [1.215, 1.890, 2.938], [2.274, 1.822, 3.833], [2.574, 0.628, 4.470], [1.793, -0.477, 4.181], [0.734, -0.434, 3.289], [0.441, 0.769, 2.666], [2.107, -1.752, 4.850], [3.035, -1.770, 5.635], [1.436, -2.724, 4.570], [0.989, 2.817, 2.427], [2.875, 2.699, 4.035], [3.390, 0.537, 5.171], [0.162, -1.329, 3.095], [-0.352, 0.839, 1.934]],
  "e_tot_ha": -3680.5193,
  "total_charge": -1
}

***

{
  "formula": "C11H15BrN2O",
  "method": "ωB97M-V/def2-TZVPD",
  "elements": ["C", "C", "C", "C", "N", "C", "O", "N", "C", "C", "C", "C", "C", "C", "Br", "H", "H", "H", "H", "H", "H", "H", "H", "H", "H", "H", "H", "H", "H", "H"],
  "xyz": [[-2.214, -1.179, -1.065], [-3.303, -0.191, -0.661], [-2.827, 0.924, 0.272], [-1.781, 1.861, -0.343], [-0.431, 1.382, -0.155], [0.513, 2.128, 0.463], [0.341, 3.256, 0.867], [1.765, 1.530, 0.574], [2.129, 0.199, 0.502], [1.266, -0.833, 0.880], [1.657, -2.156, 0.803], [2.928, -2.490, 0.366], [3.815, -1.486, 0.022], [3.416, -0.165, 0.089], [4.668, 1.199, -0.391], [-1.484, -0.714, -1.724], [-2.652, -2.018, -1.601], [-1.702, -1.569, -0.188], [-4.101, -0.738, -0.155], [-3.732, 0.257, -1.561], [-3.696, 1.522, 0.552], [-2.418, 0.492, 1.188], [-1.816, 2.838, 0.145], [-1.984, 1.999, -1.411], [-0.172, 0.511, -0.588], [2.507, 2.196, 0.749], [0.293, -0.581, 1.271], [0.967, -2.931, 1.100], [3.235, -3.522, 0.305], [4.816, -1.724, -0.303]],
  "e_above_lowest_kj_mol": 0.0,
  "smiles": "CCCCNC(=O)Nc1ccccc1Br"
}

***

{
  "formula": "C11H15Cl5F5N4S",
  "method": "ωB97M-V/def2-TZVPD",
  "elements": ["C", "C", "C", "N", "C", "C", "C", "C", "F", "F", "C", "F", "F", "F", "C", "N", "C", "N", "S", "N", "Cl", "H", "H", "H", "H", "H", "H", "H", "H", "H", "H", "H", "H", "H", "H", "H", "C", "Cl", "Cl", "Cl", "Cl"],
  "xyz": [[3.266, -0.845, 0.171], [1.892, -1.365, -0.586], [0.507, -0.904, 0.218], [-0.092, 0.225, -0.648], [-0.919, -0.223, -1.820], [-2.545, -0.118, -1.620], [-3.164, -1.149, -0.493], [-4.593, -0.449, 0.023], [-5.319, 0.197, -1.133], [-4.222, 0.531, 1.072], [-5.644, -1.530, 0.669], [-6.529, -0.757, 1.618], [-5.003, -2.677, 1.358], [-6.577, -2.032, -0.405], [0.223, 1.493, -0.257], [1.078, 2.032, 0.880], [1.165, 3.544, 0.876], [0.277, 3.912, -0.296], [0.013, 5.595, -0.745], [-0.246, 2.756, -0.921], [-1.275, 3.120, -2.243], [4.177, -0.684, -0.582], [3.629, -1.611, 1.012], [2.999, 0.206, 0.648], [1.927, -2.526, -0.774], [1.872, -0.854, -1.664], [-0.198, -1.841, 0.294], [0.728, -0.553, 1.314], [-0.589, -1.343, -2.066], [-0.644, 0.398, -2.785], [-2.881, 0.963, -1.323], [-3.027, -0.447, -2.660], [-2.401, -1.270, 0.391], [-3.379, -2.238, -0.922], [1.745, 4.291, 1.565], [-1.367, 5.820, -0.890], [7.023, -1.933, 2.545], [6.015, -0.464, 2.548], [6.514, -3.000, 1.211], [8.732, -1.480, 2.324], [6.831, -2.789, 4.096]],
  "e_tot_ha": -3845.0137,
  "total_charge": 1
}

***

{
  "formula": "C11H15CoO4S5Sb",
  "method": "ωB97M-V/def2-TZVPD",
  "elements": ["Co", "S", "Sb", "S", "S", "S", "C", "S", "O", "O", "O", "H", "H", "H", "C", "C", "C", "C", "C", "C", "C", "O", "C", "C", "C", "H", "H", "H", "H", "H", "H", "H", "H", "H", "H", "H", "H"],
  "xyz": [[2.275, -0.922, -1.740], [-1.124, -4.104, -2.059], [1.072, -3.950, -2.571], [1.570, -1.805, -3.589], [2.277, -2.863, -0.733], [2.248, -5.645, -3.462], [4.951, -0.516, 0.397], [4.476, 0.223, -1.142], [3.140, 0.828, -0.896], [5.535, 1.091, -1.555], [4.186, -0.899, -2.085], [4.881, 0.249, 1.167], [5.976, -0.863, 0.297], [4.284, -1.352, 0.599], [-4.753, 2.159, 1.695], [-3.443, 1.580, 1.240], [-3.242, 1.218, -0.085], [-2.050, 0.661, -0.529], [-1.924, 0.297, -1.980], [-1.024, 0.446, 0.420], [0.182, -0.278, 0.053], [0.482, -0.547, -1.102], [-1.197, 0.840, 1.761], [-0.122, 0.718, 2.815], [-2.403, 1.402, 2.144], [-5.457, 2.244, 0.869], [-4.611, 3.151, 2.128], [-5.205, 1.529, 2.463], [-4.041, 1.372, -0.802], [-2.828, 0.595, -2.511], [-1.769, -0.777, -2.112], [-1.064, 0.779, -2.441], [0.819, -0.669, 0.854], [0.875, 0.569, 2.412], [-0.340, -0.109, 3.494], [-0.097, 1.632, 3.410], [-2.534, 1.716, 3.175]],
  "e_tot_ha": -4343.2083,
  "total_charge": -1
}

***

{
  "formula": "C11H15F2GaO9PS",
  "method": "ωB97M-V/def2-TZVPD",
  "elements": ["C", "C", "O", "O", "C", "O", "C", "Ga", "O", "C", "P", "O", "O", "O", "S", "O", "O", "F", "H", "H", "H", "H", "H", "H", "H", "H", "H", "H", "F", "C", "C", "C", "C", "C", "C", "H", "H", "H", "H", "H"],
  "xyz": [[2.435, -1.402, -1.012], [2.163, -2.216, 0.214], [1.988, -3.414, 0.160], [2.148, -1.573, 1.430], [0.856, -1.205, 1.846], [0.492, -1.583, 2.944], [0.032, -0.374, 0.961], [-1.373, -1.408, -0.078], [-0.752, -1.681, -1.809], [-2.052, -3.051, 0.838], [-1.283, -4.570, 0.311], [-2.261, -5.633, 0.033], [-0.355, -4.306, -0.955], [-0.281, -5.033, 1.471], [-3.250, 0.049, -0.300], [-4.483, -0.684, -0.324], [-3.184, 1.119, 0.658], [-3.175, 0.790, -1.750], [1.702, -1.648, -1.761], [2.434, -0.352, -0.761], [3.412, -1.685, -1.375], [0.597, 0.225, 0.266], [-0.493, 0.318, 1.600], [-0.620, -0.813, -2.183], [-2.027, -2.951, 1.912], [-3.095, -3.163, 0.577], [-0.910, -4.260, -1.732], [0.576, -4.599, 1.332], [-0.486, 2.312, 0.073], [0.205, 3.449, -0.068], [-0.476, 4.612, -0.370], [0.243, 5.789, -0.512], [1.623, 5.791, -0.359], [2.287, 4.610, -0.058], [1.577, 3.428, 0.094], [-1.550, 4.585, -0.490], [-0.277, 6.709, -0.744], [2.179, 6.711, -0.474], [3.362, 4.608, 0.059], [2.074, 2.498, 0.337]],
  "e_above_lowest_kj_mol": 0.0,
  "total_charge": -1
}